# 1
Here is a 10-piece molecular cluster, C54H56F7N3 overall from the Open Molecules 2025 dataset. Energies are from wB97M-V/def2-TZVPD.

CARTESIAN COORDINATES (ANGSTROEM)
H  4.881  -2.778  -3.820
C  5.390  -0.849  -4.740
H  -7.469  2.775  0.635
H  1.602  -4.151  -5.312
C  -1.906  -2.122  -4.549
H  -0.345  -1.575  1.553
C  1.030  7.484  -0.525
H  -6.859  4.369  0.643
C  1.400  -4.403  -4.282
C  4.368  -0.944  0.865
C  1.366  -5.714  -3.868
C  -2.094  -0.826  -4.937
C  -4.483  -1.823  2.991
C  0.264  -2.268  3.431
H  4.910  1.179  -3.938
H  0.592  2.626  2.116
H  1.920  4.240  -0.403
H  0.554  -0.406  -0.110
C  4.308  -2.813  -0.632
C  3.599  -3.557  0.292
H  -1.585  3.448  5.727
H  0.711  -5.365  -0.573
C  1.927  1.218  -0.225
C  3.121  0.218  -4.108
C  0.426  -3.285  4.266
H  4.523  -3.226  -1.606
N  2.760  1.864  0.222
H  0.276  8.189  -0.208
H  -1.836  -0.569  4.739
C  4.802  -2.238  -4.763
C  -4.938  3.905  2.797
H  -1.364  -2.797  -5.195
F  -0.073  5.499  0.318
C  0.945  -5.085  -1.590
C  -0.066  1.944  5.895
N  1.965  0.283  -4.378
H  -0.208  1.617  -2.264
F  -0.796  -6.109  2.183
H  -4.174  0.196  -2.422
C  -0.959  2.142  -0.282
H  1.499  -6.559  -4.528
H  -5.135  4.281  3.801
H  -1.178  3.953  3.418
C  -3.527  -1.658  4.027
H  4.664  -0.124  -2.755
H  1.259  -0.203  -1.661
C  0.853  0.363  -0.822
C  -2.370  0.050  2.733
C  -4.440  -1.041  1.870
H  2.205  9.054  -1.410
H  -1.150  -3.895  0.784
C  -6.197  3.118  2.285
H  -7.037  3.285  2.960
H  3.856  5.098  -1.740
H  5.420  -0.445  -5.752
C  1.095  -6.054  -2.561
H  0.665  -1.284  3.624
C  -0.835  2.876  5.201
C  3.162  7.155  -1.673
H  3.979  7.715  -2.104
F  -0.268  1.663  7.138
H  3.748  -2.130  -5.022
H  5.268  -2.857  -5.530
F  -1.623  -0.422  -6.147
H  0.865  -3.045  5.223
C  -2.493  -2.609  -3.410
H  -5.158  -1.138  1.069
C  -0.278  -2.444  2.191
C  0.857  -3.767  -1.947
N  -4.695  2.771  -0.938
H  -0.333  2.972  0.043
C  -5.537  3.004  -0.180
H  -4.764  4.805  2.206
C  1.998  5.283  -0.672
H  -1.612  0.816  2.665
C  -0.616  3.150  3.871
C  0.399  2.434  3.162
H  -3.791  -2.128  -1.710
C  3.071  5.775  -1.436
C  -3.564  -0.494  -2.986
H  1.688  0.753  5.870
H  -3.079  1.023  -4.510
H  2.052  1.097  3.347
F  -3.650  -2.422  5.136
H  -3.992  3.364  2.835
C  -0.394  1.135  -1.304
H  1.207  -2.427  -3.640
C  2.123  7.994  -1.219
C  0.056  -4.546  3.873
C  -3.299  -1.798  -2.613
F  0.674  -2.754  -1.089
C  4.791  -1.544  -0.340
H  0.255  -5.349  4.567
H  6.457  -0.832  -4.520
H  -5.910  2.085  2.480
H  -2.293  -3.621  -3.091
H  5.351  -1.003  -1.089
H  -3.363  0.406  0.791
C  -0.494  -4.820  2.598
H  -5.299  -2.524  3.084
C  1.243  1.562  3.890
H  -1.919  2.598  -0.524
C  3.556  -1.657  1.768
C  -0.727  -3.693  1.757
C  4.559  0.156  -3.803
H  3.247  -4.557  0.087
C  -3.335  -0.149  1.718
H  4.704  0.078  0.962
H  2.543  -3.579  2.102
H  -1.066  1.640  0.680
C  1.000  6.076  -0.248
F  3.253  -1.219  3.015
C  3.208  -2.982  1.495
C  -2.912  0.017  -4.154
H  -1.158  0.404  -1.568
C  1.172  -3.450  -3.295
C  -6.548  3.335  0.795
C  -2.515  -0.701  3.910
C  1.046  1.374  5.262
H  1.026  -7.085  -2.245

Forces on atoms 1 to 2 (eV/Å):
H -0.02 0.15 0.09
C -0.43 1.11 0.18

## Properties
DFT total energy = -2954.519979 Eh
2S+1 = 1
max |F| = 4.45 eV/Å
HOMO-LUMO gap = 9.61 eV
SMILES = Fc1ccccc1.Fc1ccccc1.Fc1ccccc1.Fc1ccccc1.Fc1ccccc1.Fc1ccccc1.Fc1ccccc1.CCCC#N.CCCC#N.CCCC#N

---

# 2
Here is C4H10NS in the gas phase from the Open Molecules 2025 dataset. Energies are from wB97M-V/def2-TZVPD.

CARTESIAN COORDINATES (ANGSTROEM)
C  -0.412  0.722  -0.171
H  0.940  1.682  -1.390
N  0.821  1.400  -0.433
S  -1.842  -3.166  0.093
H  1.754  0.498  1.192
H  -0.963  1.102  0.702
C  -0.383  -0.803  -0.069
H  2.675  0.371  -0.251
H  -2.209  -0.982  1.086
H  2.570  1.938  0.591
H  0.279  -1.075  0.757
H  -2.438  -1.116  -0.670
H  -1.117  0.993  -0.959
H  0.087  -1.251  -0.938
C  2.014  1.046  0.290
C  -1.774  -1.359  0.171

Forces on atoms 1 to 2 (eV/Å):
C -1.00 -0.17 -0.29
H 0.16 -0.19 0.07

## Properties
DFT total energy = -611.278556 Eh
2S+1 = 2
max |F| = 1.11 eV/Å
HOMO-LUMO gap (alpha / beta) = 9.44 / 6.54 eV

---

# 3
Here is a 2-piece molecular cluster, C2H5BrO2S2 overall from the Open Molecules 2025 dataset. Energies are from wB97M-V/def2-TZVPD.

CARTESIAN COORDINATES (ANGSTROEM)
O  -1.048  0.306  -0.869
H  -0.058  1.594  1.239
H  1.769  0.871  1.211
S  1.294  -1.266  2.760
O  0.797  -1.461  -0.050
C  -0.993  0.009  -2.043
H  0.827  1.043  -0.269
H  -0.129  -0.576  -2.292
H  -1.779  0.341  -2.803
Br  -1.892  -1.106  1.207
C  0.806  1.021  0.796
S  0.406  -0.774  1.114

Forces on atoms 1 to 2 (eV/Å):
O -1.14 0.96 -1.86
H 1.63 -0.16 -0.19

## Properties
DFT total energy = -3599.962898 Eh
2S+1 = 1
max |F| = 2.99 eV/Å
HOMO-LUMO gap = 8.28 eV
SMILES = C[S@@](=O)(=S)Br.C=O